(1)
Molecular formula: C64H57F10N
Method: DFT, wB97M-V/def2-TZVPD

Structure (XYZ):
```
132
Properties=species:S:1:pos:R:3:forces:R:3:mulliken_charge:R:1
C 1.660888 -1.045005 -5.830045 -0.56 0.19 -0.28 -1.55
C 2.200768 -0.313105 -4.603095 -1.90 -0.88 -1.54 0.33
C 1.068058 0.389945 -3.816565 -1.06 -0.25 0.24 -0.14
C -0.032592 -0.462785 -3.350205 7.10 -3.02 -2.93 1.54
N -0.868062 -1.170155 -2.969575 14.08 -6.06 -2.08 -0.74
H 0.960608 -1.841295 -5.577775 0.02 -0.16 0.27 0.28
H 2.437108 -1.488585 -6.453595 0.12 0.11 0.07 0.40
H 1.073848 -0.360115 -6.441925 0.08 0.10 -0.29 0.42
H 2.911998 0.426855 -4.970115 0.12 -0.02 0.47 0.50
H 2.634998 -1.049865 -3.927275 -0.65 0.75 -1.38 -0.81
H 0.577748 1.241345 -4.288575 0.28 0.33 -0.49 0.92
H 1.507598 0.723955 -2.876705 -0.51 0.35 -0.63 -0.96
F 4.919498 0.995375 -3.619695 -0.28 -0.33 0.34 -0.47
C 4.043808 0.397265 -2.768715 -0.64 0.15 1.66 -0.19
C 3.212928 1.182745 -1.959835 1.12 0.15 -0.83 -0.52
C 2.268808 0.582995 -1.132925 1.42 -0.99 -0.60 1.12
C 2.169168 -0.774495 -1.121905 1.66 -0.54 0.40 1.53
C 2.945508 -1.596915 -1.944545 5.05 2.13 0.54 -1.29
C 3.924838 -0.996375 -2.733455 1.48 0.97 1.30 -0.39
H 3.262878 2.259385 -2.028795 0.11 -0.17 -0.12 0.48
H 1.668088 1.193505 -0.475035 0.32 -1.68 -1.98 -0.40
H 1.421308 -1.172375 -0.451975 2.37 0.26 -0.65 0.05
H 2.833118 -2.664455 -2.063445 3.00 0.92 0.81 0.36
H 4.634108 -1.536175 -3.343325 -0.18 -0.39 -0.15 0.47
F -5.201952 3.970855 1.034405 0.78 -0.94 0.41 -0.38
C -4.625792 2.952165 1.772415 -0.09 -0.29 0.70 -0.51
C -3.466332 2.302925 1.322195 -1.29 1.06 -0.53 0.84
C -2.911512 1.252985 2.023725 -1.85 0.89 2.32 0.47
C -3.483362 0.959465 3.298425 -0.59 0.12 -2.12 -1.18
C -4.636112 1.621365 3.770635 1.16 0.08 -0.63 -0.89
C -5.231542 2.638205 2.995595 1.11 -0.17 -0.40 -0.72
H -3.099632 2.651795 0.368135 0.15 -0.07 -0.10 1.38
H -2.004172 0.744575 1.732775 -1.33 0.12 0.02 0.51
H -2.983332 0.104255 3.728505 -2.10 1.19 0.34 0.66
H -4.928872 1.376475 4.780935 -0.53 0.10 -0.04 0.43
H -6.049212 3.272845 3.303895 -0.18 -0.27 0.23 0.45
F -2.566062 -6.718285 -3.776805 -0.11 0.63 -0.19 -0.34
C -2.510402 -5.371955 -3.581725 0.52 1.81 0.64 -0.17
C -3.668302 -4.564785 -3.658915 1.02 -1.99 -0.41 -0.97
C -3.587042 -3.243565 -3.280335 0.59 0.11 0.31 -0.92
C -2.377512 -2.686485 -2.876135 -1.37 -2.00 -0.28 0.39
C -1.179342 -3.450265 -2.910545 -2.55 -0.40 -0.57 1.92
C -1.253172 -4.795045 -3.237855 -1.81 -0.87 -0.31 -0.68
H -4.563702 -5.027205 -4.047295 -0.25 0.05 0.17 0.43
H -4.466322 -2.616485 -3.286805 -0.13 0.02 -0.04 0.50
H -2.391512 -1.641905 -2.602175 -1.61 -2.42 -0.02 -0.27
H -0.241952 -2.960875 -2.691015 -1.51 -0.99 -1.24 0.97
H -0.391482 -5.441185 -3.157945 -1.01 0.30 -0.47 0.71
F -0.710752 1.993595 0.184865 -5.48 -9.17 -7.49 -0.28
C -0.531222 0.658335 0.338145 1.99 -5.50 -1.27 1.21
C -0.392992 -0.155965 -0.798325 0.92 1.50 1.71 -1.19
C -0.127262 -1.529305 -0.714485 -2.65 0.36 1.35 0.35
C 0.017568 -2.095665 0.510815 -2.30 1.55 3.42 0.80
C -0.084532 -1.350545 1.660445 -2.49 0.80 -1.54 -2.24
C -0.329982 0.023015 1.578855 -3.69 -3.09 -3.96 1.43
H -0.489422 0.215985 -1.807655 0.48 1.09 2.12 0.10
H -0.070842 -2.148555 -1.597515 -0.96 1.50 2.07 -1.19
H 0.220748 -3.139245 0.700745 -1.09 3.33 4.72 -0.59
H 0.001988 -1.799755 2.638775 0.22 -0.11 -0.32 0.53
H -0.373792 0.618425 2.478835 -5.31 -6.25 -7.11 -1.30
F -1.817062 -1.132485 3.365495 0.02 -0.55 1.44 -0.45
C -1.452422 -0.348675 4.431025 1.08 0.05 1.65 0.37
C -1.892512 -0.623345 5.725585 -0.15 0.40 0.55 -0.96
C -1.644622 0.301455 6.761575 1.36 1.47 -1.57 -0.87
C -0.905752 1.512125 6.465625 -0.95 -2.54 0.32 -1.18
C -0.430622 1.683165 5.170305 -0.14 0.41 1.55 -0.29
C -0.687182 0.771515 4.176645 -2.38 -0.93 2.28 1.78
H -2.511632 -1.477825 5.955695 0.05 -0.23 -0.22 0.48
H -1.965572 0.138215 7.779775 -0.18 -0.22 -0.08 0.44
H -0.686982 2.170845 7.293055 0.01 0.29 -0.21 0.47
H 0.132648 2.572925 4.930575 -0.27 -0.07 0.30 0.40
H -0.336972 1.015115 3.184475 -3.99 1.40 8.74 0.78
F 1.340068 -2.607445 -2.125235 -3.71 -4.40 -2.35 0.44
C 1.172358 -3.934955 -1.894975 0.40 -2.58 0.76 -0.22
C 0.586068 -4.309695 -0.698695 0.56 -1.83 -0.67 0.58
C 0.320418 -5.644765 -0.388055 0.57 -0.39 -2.13 -0.60
C 0.635698 -6.578375 -1.390965 0.09 -0.42 0.90 -0.56
C 1.285958 -6.227695 -2.550565 -0.04 -0.28 0.83 -0.78
C 1.518588 -4.890125 -2.817075 1.66 -0.04 -0.87 -0.36
H 0.343178 -3.491555 -0.036835 0.99 -4.02 -5.00 -0.85
H -0.160492 -6.079935 0.475505 -0.09 0.77 0.39 0.52
H 0.359278 -7.614515 -1.262905 0.04 -0.13 0.17 0.39
H 1.480048 -7.016475 -3.262295 0.23 0.24 -0.25 0.41
H 1.969988 -4.715345 -3.782515 0.02 0.72 -0.05 0.38
F 0.620938 1.405975 2.550145 3.05 16.33 -3.52 0.22
C 0.340368 2.702405 2.559745 0.05 3.88 -0.13 1.30
C 1.179248 3.456725 3.310985 1.11 2.68 0.07 -0.01
C 1.018038 4.841585 3.244665 -1.23 -1.01 -0.23 -1.15
C -0.020222 5.333075 2.445575 -0.05 1.08 -0.01 -1.48
C -0.863272 4.541705 1.654765 1.33 -0.74 1.59 -0.49
C -0.619942 3.167975 1.733785 -2.29 3.71 4.02 0.08
H 2.008228 3.033385 3.858685 -0.41 1.00 -0.16 0.51
H 1.557588 5.489715 3.919365 0.20 0.11 -0.27 0.53
H -0.153082 6.401645 2.528755 -0.26 0.21 -0.36 0.41
H -1.721702 4.869135 1.087065 0.15 0.45 -0.01 0.58
H -1.210502 2.506215 1.117565 -1.69 3.19 5.25 -1.45
F -2.418602 1.592085 -4.643875 -0.06 -0.42 0.24 -0.38
C -2.872692 1.190235 -3.428355 -0.59 -0.39 3.04 0.08
C -3.965462 1.899975 -2.842135 0.54 -0.88 0.21 -0.82
C -4.481572 1.484335 -1.592935 2.24 -0.69 -1.05 -0.93
C -3.819892 0.404365 -0.907065 -0.13 1.52 -0.45 -1.12
C -2.639382 -0.165495 -1.397425 -3.58 1.09 -0.66 0.71
C -2.195472 0.172955 -2.689815 -9.48 6.95 0.49 0.82
H -4.375162 2.754825 -3.359595 -0.14 0.06 -0.08 0.50
H -5.223772 2.113455 -1.124145 -0.31 -0.34 0.09 0.47
H -4.160422 0.215835 0.100355 -0.06 -0.47 -0.12 1.14
H -2.147382 -0.926325 -0.809645 -1.06 -0.07 -0.40 -0.34
H -1.475232 -0.448545 -3.201085 -8.14 6.87 -2.92 0.20
F 1.089748 4.545545 -1.573505 0.29 -0.26 0.44 -0.45
C 1.879268 3.837705 -0.706045 -0.05 -0.87 0.54 -0.51
C 3.233588 4.109145 -0.658085 0.61 0.61 0.91 -1.23
C 4.049008 3.374475 0.223345 -1.63 0.43 0.10 -1.30
C 3.460618 2.360355 1.001105 0.93 1.10 -1.29 -0.17
C 2.116738 2.041775 0.855695 1.50 2.01 0.38 1.18
C 1.298428 2.804885 0.033725 3.23 3.61 -1.71 0.95
H 3.610568 4.967295 -1.194615 0.16 -0.05 -0.23 0.44
H 5.080158 3.655035 0.379665 0.11 -0.12 -0.21 0.48
H 4.111358 1.772845 1.631795 -0.53 1.34 -1.26 -0.04
H 1.713928 1.189225 1.382285 1.43 1.16 -2.20 0.32
H 0.270348 2.549415 -0.176465 4.60 2.43 -1.32 -0.05
F 5.726118 0.233195 2.329185 -0.73 0.63 0.30 -0.48
C 4.358948 0.229175 2.484055 0.87 -2.86 0.08 0.40
C 3.729368 1.078855 3.351615 -1.15 0.84 2.35 -1.48
C 2.343928 1.050635 3.523205 3.52 -3.13 1.21 -1.12
C 1.642488 0.114605 2.778505 5.35 -7.58 2.76 0.51
C 2.285218 -0.751635 1.905665 1.52 -0.54 1.37 -0.02
C 3.679428 -0.731665 1.777285 0.00 0.55 0.45 -0.50
H 4.294288 1.853745 3.848415 0.29 -0.02 0.13 0.23
H 1.725898 1.627265 4.195475 1.31 -0.89 0.43 1.70
H 0.578838 -0.004745 2.922765 3.70 -4.05 2.12 -0.43
H 1.706728 -1.530985 1.432005 1.23 0.46 0.16 0.17
H 4.253958 -1.427405 1.183775 -0.19 -0.02 -0.26 0.54
```
Positions in Å, forces in eV/Å.

For the electronic energy, the calculation gives -3524.45663 Ha. The spin multiplicity is 1. For the energy above the lowest of the compared OMol25 structures with the same formula, charge and spin, the calculation gives 1122.2 kcal/mol. Its lowest unoccupied orbital energy is 0.155 eV. The calculation puts the frontier orbital gap at 7.76 eV.

***

(2)
Molecular formula: C35H33Cl5CrN6OS2Si
Method: DFT, wB97M-V/def2-TZVPD

Structure (XYZ):
```
84
Properties=species:S:1:pos:R:3:forces:R:3:mulliken_charge:R:1
Cr 0.860163 0.172069 0.840172 0.27 -0.38 -0.48 -0.54
C 3.307620 3.386532 -0.381184 0.00 -0.04 0.04 -1.66
C 2.858252 2.174875 -1.149373 -0.01 -0.03 0.08 0.35
N 3.467533 1.075953 -0.916758 0.05 0.08 0.13 -0.43
N 3.329298 0.078628 -1.840470 0.14 0.05 -0.23 -0.46
C 2.899403 -1.083650 -1.556508 -0.31 -0.25 -0.06 0.42
S 2.082878 -1.757132 -0.198521 0.32 0.01 0.13 -0.60
S 3.070793 -2.240467 -2.960163 0.07 0.08 -0.05 -0.29
C 2.106502 -1.317453 -4.210288 0.01 -0.03 0.06 -0.09
C 0.735338 -1.900971 -4.375618 -0.06 -0.02 -0.01 -0.10
C -0.195507 -1.755067 -3.346500 0.05 -0.08 0.01 1.69
C -1.451809 -2.325891 -3.448656 -0.05 -0.04 -0.03 -0.81
C -1.802984 -3.048298 -4.585244 0.03 -0.01 -0.03 -0.72
C -0.885177 -3.197272 -5.613532 -0.03 0.00 -0.01 -0.56
C 0.378462 -2.627365 -5.504800 0.01 0.07 -0.03 -0.60
C 1.785086 2.330462 -2.156835 -0.12 -0.07 0.00 0.83
C 1.872028 3.301847 -3.147035 0.08 -0.01 0.00 -0.48
C 0.898773 3.451206 -4.124320 -0.03 -0.03 -0.01 -0.91
C -0.207459 2.605227 -4.087288 0.02 0.04 -0.04 -0.91
C -0.342707 1.656425 -3.094613 -0.01 -0.01 0.11 -0.65
C 0.634847 1.486580 -2.079790 0.09 0.26 -0.01 0.03
O 0.445497 0.629845 -1.135176 -0.05 -0.20 0.04 1.92
H 4.015187 3.087140 0.391583 -0.01 -0.01 0.02 0.33
H 3.808311 4.085359 -1.059814 0.01 0.00 0.01 0.41
H 2.470000 3.922933 0.063771 -0.05 0.01 0.01 0.37
H 2.059712 -0.295775 -3.833788 0.03 0.05 -0.08 -0.29
H 2.657457 -1.308610 -5.151431 -0.01 -0.07 0.00 0.58
H 0.093745 -1.215673 -2.450019 0.01 -0.02 -0.02 -0.74
H -2.153630 -2.217277 -2.630672 0.02 -0.03 -0.04 0.40
H -2.784512 -3.501071 -4.660917 -0.01 0.00 0.00 0.42
H -1.148423 -3.761935 -6.500788 0.00 -0.01 -0.01 0.33
H 1.098786 -2.748746 -6.307086 0.01 -0.01 -0.01 0.35
H 2.748224 3.943086 -3.167828 0.00 0.00 0.00 0.28
H 1.002167 4.201013 -4.898898 0.00 0.00 0.00 0.35
H -0.979383 2.693533 -4.845104 -0.01 0.00 0.01 0.40
H -1.213819 1.012706 -3.055087 0.00 -0.01 -0.02 0.37
Cl -1.062715 0.965190 3.570982 -0.01 -0.07 0.06 -0.16
C 0.567419 0.444602 3.958202 -0.05 -0.01 0.00 1.65
C 1.482731 0.185212 2.931093 0.00 0.20 0.42 -2.08
C 2.782085 -0.045415 3.394105 0.03 -0.05 0.03 0.99
Cl 4.067846 -0.224581 2.240643 0.00 0.05 -0.06 -0.17
C 3.132563 -0.121812 4.742629 0.01 -0.03 0.03 -0.02
Cl 4.764906 -0.435070 5.238807 -0.01 0.00 -0.02 -0.24
C 2.157612 0.056590 5.717166 -0.01 0.01 -0.03 0.32
Cl 2.557998 -0.061042 7.398116 0.00 -0.01 -0.01 -0.24
C 0.861895 0.361721 5.320264 -0.01 -0.02 0.03 0.01
Cl -0.345279 0.638557 6.535353 0.01 0.00 -0.03 -0.23
C -1.445241 -4.191970 1.665712 0.01 0.04 -0.03 -1.29
Si -0.670689 -2.664705 2.474826 0.12 -0.07 0.01 0.80
C -1.508884 -2.565532 4.196311 -0.01 0.00 -0.03 -1.40
C 1.115763 -3.121564 2.861893 -0.04 0.12 0.00 -0.93
N -0.813319 -1.324252 1.423288 -0.21 -0.11 -0.26 0.33
C -2.047041 -1.074368 0.880178 0.05 0.22 0.31 -0.45
C -3.245723 -1.078738 1.642990 -0.05 -0.05 0.00 0.14
C -4.480696 -0.783780 1.088361 0.03 0.01 -0.01 -0.91
C -4.601536 -0.445121 -0.254801 -0.04 0.03 0.00 -0.95
C -3.440841 -0.422615 -1.026014 0.00 0.06 -0.02 0.07
C -2.205828 -0.730611 -0.484915 -0.02 0.00 0.02 0.06
H -1.464472 -5.044264 2.351607 0.01 -0.01 0.02 0.34
H -0.869387 -4.471545 0.780262 0.01 0.00 -0.02 0.26
H -2.470130 -3.987012 1.346139 -0.03 0.01 0.00 0.36
H -0.816252 -2.894156 4.976525 0.02 -0.03 0.01 0.36
H -2.384847 -3.220087 4.234008 -0.04 0.02 0.00 0.36
H -1.834239 -1.557749 4.455088 0.02 0.04 0.02 0.29
H 1.163393 -4.198983 3.047901 -0.01 -0.03 0.03 0.41
H 1.483055 -2.614229 3.757468 0.00 0.03 0.01 0.18
H 1.792502 -2.891831 2.040385 0.05 -0.04 0.01 0.16
H -3.180305 -1.306485 2.699953 -0.03 0.00 -0.01 0.22
H -5.363408 -0.808008 1.720410 0.00 0.00 0.01 0.34
H -5.566519 -0.211704 -0.689124 -0.01 0.00 0.00 0.33
H -3.501285 -0.164278 -2.079760 0.00 -0.02 -0.02 0.37
H -1.317109 -0.706234 -1.099518 -0.06 0.03 0.07 -0.12
N -2.772103 3.972333 0.192783 0.01 -0.02 0.09 -0.58
C -1.565008 3.688859 0.806780 -0.04 0.08 0.02 0.15
C -0.910419 2.478782 0.540981 0.12 -0.09 0.01 -0.05
N 0.242192 2.182300 1.118458 -0.31 0.47 -0.04 1.51
C 0.779609 3.098687 1.938315 0.00 0.01 -0.01 -0.95
C 0.130702 4.288041 2.172800 0.00 -0.01 -0.02 -0.67
N -1.048474 4.595931 1.623313 0.00 -0.02 -0.01 -0.70
H -3.297298 3.162724 -0.102245 0.01 -0.02 -0.02 0.26
H -3.320328 4.649044 0.700366 0.00 0.00 -0.03 0.26
H -1.338431 1.734197 -0.121222 0.00 0.03 0.01 -0.47
H 1.719535 2.850457 2.410308 -0.01 -0.03 0.00 0.72
H 0.565351 5.021747 2.841413 -0.01 0.01 0.00 0.40
```
Positions in Å, forces in eV/Å.

For the electronic energy, the calculation gives -6188.76861 Ha. Its expectation value of S² is 6.019. The spin multiplicity is 5. Its lowest unoccupied orbital energy (spin up / spin down) is 4.004 / 4.005 eV. The calculation puts the frontier orbital gap (spin up / spin down) at 5.47 / 5.89 eV. The charge is -2.

***

(3)
Molecular formula: C4H10F4KN2O10S4
Method: DFT, wB97M-V/def2-TZVPD

Structure (XYZ):
```
35
Properties=species:S:1:pos:R:3:forces:R:3:mulliken_charge:R:1
K 7.808420 -0.600540 0.264810 0.27 0.11 0.38 1.01
N 8.911990 2.045810 0.899700 1.45 -1.17 -6.00 0.01
S 9.422470 2.825160 2.036850 0.61 3.28 10.78 0.93
O 9.380330 4.271720 1.958830 -0.11 -1.11 -0.66 -0.62
O 10.549070 2.302410 2.787970 -0.88 0.15 -0.96 -0.59
F 8.199600 2.420840 3.033340 0.24 0.44 -0.52 -0.30
S 10.182470 2.576740 -0.120830 3.09 -1.70 -3.73 0.95
O 11.605880 2.344880 0.295210 -4.27 0.87 -0.74 -0.54
O 9.889330 3.689530 -0.992440 -0.02 -0.85 1.56 -0.56
F 9.968460 1.331270 -1.144810 -0.18 -0.14 0.21 -0.28
N 5.340430 0.379360 0.044850 -4.48 -2.01 -0.99 -0.13
S 3.954510 -0.177980 -0.806460 0.04 -1.21 -3.64 1.00
O 3.162490 0.877620 -1.301340 -0.69 0.72 0.54 -0.60
O 3.359360 -1.479730 -0.510680 0.39 1.76 1.38 -0.56
F 4.712430 -0.646480 -2.057120 1.77 -0.07 -2.03 -0.22
S 4.590700 -0.115070 1.353090 3.39 1.30 9.81 0.96
O 5.075360 -1.382090 1.955830 -1.69 1.02 -2.33 -0.52
O 3.317270 0.469410 1.785350 1.18 -1.66 -2.11 -0.59
F 5.559960 0.801220 2.358490 -0.13 0.13 -0.84 -0.33
C 7.763630 -0.757700 -3.296590 -0.64 0.67 1.65 -0.70
O 7.619830 -1.583100 -2.165300 -0.43 -2.07 1.04 -0.20
C 7.115500 -2.909310 -2.322450 0.30 0.16 0.30 -0.84
C 6.422070 -3.521790 -1.034540 0.46 -1.49 -0.81 -0.48
O 7.073400 -3.316580 0.187520 1.43 2.65 -0.26 -0.26
C 6.605870 -4.004690 1.319640 -0.14 0.52 -0.30 -0.85
H 8.189730 0.055170 -2.708570 0.60 0.79 -1.39 0.14
H 6.757620 -0.438010 -3.568340 0.08 -0.07 -0.80 0.31
H 8.387180 -1.163570 -4.093180 -0.02 0.07 0.03 0.29
H 7.922010 -3.557440 -2.665320 0.70 -0.18 0.76 0.50
H 6.530640 -2.989670 -3.238740 -1.19 0.33 0.38 0.43
H 6.611170 -4.586670 -1.170060 -0.60 -0.56 -0.72 0.39
H 5.343120 -3.406390 -0.931370 -0.06 0.67 -0.24 0.36
H 5.582890 -3.702470 1.543840 -0.38 -0.68 -0.30 0.38
H 7.136870 -3.604260 2.183240 0.45 -0.32 -0.14 0.23
H 6.831780 -5.050740 1.112660 -0.53 -0.36 0.66 0.29
```
Positions in Å, forces in eV/Å.

For the electronic energy, the calculation gives -3612.42688 Ha. The spin multiplicity is 1. For the energy above the lowest of the compared OMol25 structures with the same formula, charge and spin, the calculation gives 80.7 kcal/mol. Its lowest unoccupied orbital energy is 1.815 eV. The calculation puts the frontier orbital gap at 9.02 eV. The charge is -1.